Record 1
96
Properties=species:S:1:pos:R:3:forces:R:3 method="wB97M-V/def2-TZVPD" homo_ev="-8.240 / -8.240" homo_lumo_gap_ev="8.77 / 7.99" multiplicity=3
C -1.858 0.801 4.043 -0.3 -0.8 0.0
C -2.624 0.074 2.923 -0.1 -0.5 1.2
O -3.390 0.914 2.064 1.3 0.3 -0.6
Si -2.493 1.779 0.932 -1.7 -1.4 -0.3
C -0.736 1.149 0.679 -0.1 0.3 -0.1
C -0.624 -0.271 0.074 0.4 -0.1 1.2
O -1.863 -0.893 -0.178 -0.3 0.3 -0.3
C 0.255 -0.366 -1.190 -0.9 -1.5 1.2
F 0.878 -1.564 -1.176 0.3 -0.4 0.0
F -0.500 -0.375 -2.271 0.0 0.7 -0.9
F 1.214 0.540 -1.245 -0.2 0.6 -0.3
O -3.311 1.639 -0.540 1.1 1.7 0.5
Si -3.049 2.858 -1.660 -0.6 -0.7 -1.4
F -4.236 2.694 -2.762 0.5 0.0 0.6
C -1.439 2.746 -2.615 0.5 0.2 -0.5
B -0.673 4.143 -2.734 0.1 -0.7 0.1
O -1.142 5.127 -3.569 -0.5 0.1 0.9
O 0.494 4.341 -2.009 -0.3 0.1 -0.5
P -2.412 3.914 1.652 0.6 2.1 -0.2
N -4.005 4.545 1.361 0.6 -1.3 0.4
O -2.255 3.926 3.332 -0.4 -0.7 -0.9
H -2.582 1.232 4.740 0.3 0.4 -0.1
H -1.327 0.022 4.610 -0.1 0.1 -0.1
H -1.103 1.512 3.700 -0.3 0.2 0.1
H -3.344 -0.585 3.423 0.1 0.0 -0.2
H -1.924 -0.592 2.403 -0.2 0.2 -0.3
H -0.227 1.903 0.060 -0.2 -0.1 0.1
H -0.214 1.192 1.644 0.0 -0.1 -0.2
H -0.125 -0.891 0.830 0.3 0.2 -0.3
H -1.937 -1.691 0.353 0.0 -0.1 0.0
H -3.198 4.210 -1.127 -0.1 0.0 0.3
H -1.679 2.424 -3.642 -0.2 0.0 0.3
H -0.713 2.026 -2.227 -0.3 -0.1 0.1
H -0.960 5.988 -3.171 0.3 0.1 -0.5
H 1.051 3.561 -2.120 0.2 0.1 0.4
H -4.717 3.883 1.651 -0.3 0.3 0.0
H -4.115 5.420 1.854 -0.1 0.2 -0.1
H -3.010 3.426 3.666 0.1 -0.1 0.5
C 5.766 1.651 -1.190 0.2 0.2 0.2
C 4.896 1.967 -2.439 0.7 -1.5 1.5
C 5.579 1.452 -3.712 0.2 0.4 -0.5
C 6.763 2.303 -4.158 -0.1 0.0 0.0
C 6.337 3.762 -4.298 -0.1 -0.5 -0.2
C 5.691 4.314 -3.023 1.6 1.2 0.8
N 4.605 3.428 -2.502 -0.5 -0.4 -2.6
O 3.560 3.598 -3.252 -0.6 0.3 0.6
C 6.793 4.512 -1.962 0.2 -0.3 0.1
C 5.177 5.729 -3.292 -0.7 -0.1 -0.2
C 3.628 1.137 -2.233 -0.3 0.5 -0.4
H 6.640 1.049 -1.442 0.0 0.0 0.0
H 6.110 2.538 -0.666 0.0 0.0 -0.1
H 5.200 1.102 -0.437 -0.1 -0.1 -0.2
H 4.853 1.424 -4.532 -0.1 0.1 0.1
H 5.905 0.421 -3.565 -0.1 0.0 0.2
H 7.592 2.203 -3.451 0.0 0.0 0.0
H 7.134 1.937 -5.118 0.0 0.0 0.0
H 7.207 4.369 -4.562 -0.1 0.2 0.2
H 5.640 3.847 -5.137 -0.1 0.0 0.1
H 6.364 4.793 -0.999 0.0 0.0 0.0
H 7.466 5.316 -2.262 -0.1 0.0 -0.1
H 7.424 3.635 -1.823 -0.1 0.0 0.1
H 4.474 5.766 -4.123 -0.1 -0.1 0.1
H 6.006 6.388 -3.553 0.1 -0.2 0.1
H 4.688 6.143 -2.409 0.0 0.0 0.0
H 3.077 1.485 -1.366 0.2 0.1 0.0
H 3.888 0.091 -2.068 0.2 0.1 0.1
H 2.964 1.164 -3.096 0.0 0.1 0.0
C -4.836 -5.901 3.963 0.2 -0.3 0.2
C -4.339 -4.780 3.007 -1.6 -0.8 1.3
C -4.864 -5.014 1.584 0.4 -0.1 -0.5
C -4.152 -6.142 0.847 0.0 0.1 0.0
C -2.645 -5.909 0.857 -0.5 0.3 -0.2
C -2.086 -5.715 2.269 0.9 -1.9 0.4
N -2.850 -4.693 3.054 -0.3 1.1 -2.4
O -2.502 -3.524 2.622 0.4 0.5 0.6
C -2.096 -7.079 2.991 -0.3 -0.2 0.1
C -0.602 -5.357 2.177 0.0 0.7 0.0
C -5.011 -3.510 3.536 0.5 0.6 -0.2
H -5.531 -6.581 3.468 0.0 0.0 0.0
H -4.034 -6.495 4.389 0.0 0.0 -0.1
H -5.350 -5.487 4.831 -0.1 0.1 -0.1
H -4.750 -4.097 0.996 0.1 0.1 0.1
H -5.936 -5.218 1.615 0.0 0.1 0.2
H -4.401 -7.108 1.296 0.0 0.0 0.0
H -4.507 -6.185 -0.185 0.0 0.0 0.0
H -2.145 -6.752 0.375 0.2 0.0 0.2
H -2.421 -5.030 0.243 0.0 0.1 0.1
H -1.815 -6.970 4.040 0.0 0.0 0.0
H -1.373 -7.754 2.533 0.1 0.1 -0.1
H -3.055 -7.591 2.936 0.0 0.1 0.1
H -0.424 -4.469 1.571 -0.1 0.1 0.1
H -0.045 -6.170 1.711 -0.2 -0.1 0.0
H -0.176 -5.187 3.168 0.0 0.0 0.0
H -4.649 -3.259 4.535 0.0 0.0 0.0
H -6.089 -3.662 3.599 0.0 -0.2 0.0
H -4.850 -2.648 2.888 0.1 0.0 0.0

Record 2
89
Properties=species:S:1:pos:R:3:forces:R:3 method="wB97M-V/def2-TZVPD" homo_ev=-8.696 smiles="CCOCCN(OC[C@@H](C)C(C)C)[C@@H](CCO)COCCl.CNC(C)=O.CNC(C)=O.CNC(C)=O" homo_lumo_gap_ev=9.14 multiplicity=1
C 0.856 2.435 6.156 -0.1 0.1 0.0
C 0.625 2.163 4.682 0.2 0.0 -0.1
O 0.169 0.831 4.544 -0.2 0.0 0.1
C 0.171 0.309 3.227 0.0 0.0 0.0
C -0.426 1.255 2.193 0.0 0.0 0.0
N -0.779 0.549 0.963 0.1 0.0 0.1
O 0.444 0.043 0.438 -0.1 0.1 -0.3
C 0.503 -1.381 0.514 0.2 -0.2 0.1
C -0.272 -2.163 -0.542 -0.1 0.2 0.0
C 0.180 -1.717 -1.933 0.1 -0.4 0.1
C -0.061 -3.689 -0.380 0.0 0.0 -0.1
C -1.210 -4.443 -1.055 0.0 0.0 -0.1
C 0.116 -4.182 1.063 -0.1 -0.1 0.0
C -1.440 1.457 -0.010 0.2 0.0 0.0
C -0.549 1.994 -1.137 -0.1 0.2 0.0
C 0.469 3.065 -0.714 0.0 0.0 0.1
O 1.791 2.557 -0.622 0.0 0.1 -0.2
C -2.737 0.810 -0.515 0.0 -0.1 0.1
O -2.574 0.282 -1.824 0.1 0.0 -0.1
C -3.721 -0.344 -2.289 -0.1 0.0 0.2
Cl -3.259 -1.579 -3.480 0.1 0.0 -0.1
H 0.091 1.920 6.740 0.0 0.0 0.0
H 1.836 2.090 6.484 -0.1 -0.1 0.0
H 0.781 3.504 6.367 0.1 0.0 0.0
H -0.112 2.865 4.271 0.0 0.0 0.0
H 1.556 2.299 4.111 0.0 0.0 0.0
H 1.192 0.015 2.950 -0.1 0.1 -0.1
H -0.451 -0.588 3.263 0.1 0.0 0.1
H 0.253 2.094 1.988 0.0 -0.1 0.0
H -1.359 1.659 2.600 0.0 0.0 0.0
H 1.576 -1.576 0.377 -0.1 -0.1 0.0
H 0.236 -1.699 1.521 0.0 0.0 0.0
H -1.349 -1.970 -0.441 0.1 0.1 0.2
H -0.155 -2.425 -2.694 0.0 0.1 0.0
H 1.275 -1.717 -1.940 -0.1 0.1 -0.2
H -0.209 -0.743 -2.211 0.1 0.1 0.0
H 0.860 -3.931 -0.928 0.0 0.0 0.1
H -2.168 -4.221 -0.575 0.0 0.0 0.0
H -1.050 -5.524 -0.998 0.0 0.1 0.0
H -1.293 -4.185 -2.114 0.0 0.0 0.1
H 1.149 -4.101 1.407 -0.1 0.1 0.0
H -0.523 -3.644 1.768 -0.1 -0.1 0.0
H -0.160 -5.238 1.129 0.1 0.0 0.0
H -1.747 2.337 0.566 -0.1 -0.1 0.0
H -0.009 1.192 -1.628 0.0 0.0 0.0
H -1.223 2.424 -1.885 0.0 0.0 0.0
H 0.188 3.487 0.260 0.0 0.0 -0.1
H 0.446 3.890 -1.433 0.0 -0.1 0.0
H 2.355 3.106 -1.189 -0.1 0.1 0.1
H -3.000 -0.009 0.165 0.0 0.1 0.0
H -3.555 1.542 -0.506 0.1 0.0 -0.1
H -4.251 -0.864 -1.484 0.0 0.0 0.0
H -4.392 0.351 -2.799 0.0 0.0 0.0
C -6.700 -6.974 -1.987 0.0 0.0 0.0
N -6.085 -6.234 -0.908 0.0 0.0 0.0
C -5.288 -5.133 -0.988 0.0 0.0 -0.1
C -4.992 -4.582 -2.364 0.0 0.0 0.1
O -4.840 -4.616 0.022 0.0 0.0 0.0
H -7.788 -6.972 -1.901 0.0 0.0 0.0
H -6.360 -8.011 -2.003 0.0 0.0 0.0
H -6.439 -6.521 -2.938 0.0 0.0 0.0
H -6.244 -6.547 0.037 0.0 0.0 0.0
H -4.338 -3.726 -2.249 0.0 0.0 0.0
H -4.497 -5.321 -2.995 0.0 0.0 0.0
H -5.910 -4.269 -2.863 0.0 0.0 0.0
C 5.131 7.373 -0.392 0.0 0.0 0.0
N 4.675 6.179 -1.070 0.0 0.0 0.0
C 3.403 5.784 -1.312 0.0 0.1 0.1
C 2.284 6.675 -0.825 0.0 0.0 0.0
O 3.179 4.739 -1.907 0.0 -0.1 0.0
H 5.743 7.992 -1.050 0.0 0.0 0.0
H 5.720 7.124 0.492 0.0 0.0 0.0
H 4.278 7.964 -0.072 0.0 0.0 0.0
H 5.370 5.538 -1.421 0.0 0.0 0.0
H 1.344 6.209 -1.104 0.0 0.0 0.0
H 2.319 6.794 0.258 0.0 0.0 0.0
H 2.342 7.665 -1.279 0.0 0.0 0.0
C 3.861 0.793 1.074 0.1 0.0 -0.1
N 4.369 -0.528 0.763 0.1 0.0 0.1
C 4.415 -1.149 -0.447 -0.1 0.1 0.0
C 3.913 -0.363 -1.635 -0.1 -0.1 0.0
O 4.822 -2.294 -0.549 0.1 0.0 0.0
H 4.640 1.424 1.508 0.0 0.0 0.0
H 3.026 0.741 1.774 0.0 0.0 0.0
H 3.491 1.274 0.175 -0.1 0.0 0.1
H 4.720 -1.095 1.519 0.0 0.0 0.0
H 3.965 -1.001 -2.513 0.0 0.0 0.0
H 2.877 -0.059 -1.464 0.0 0.1 -0.1
H 4.508 0.533 -1.811 0.0 0.0 0.1

Record 3
87
Properties=species:S:1:pos:R:3:forces:R:3 method="wB97M-V/def2-TZVPD" e_above_lowest_ev=3.569 homo_ev=-10.723 homo_lumo_gap_ev=6.52 charge=+1 multiplicity=1
C -3.819 2.345 -0.161 0.1 0.6 -0.2
C -2.679 2.825 -1.207 -0.9 -1.0 -0.7
C -1.958 1.556 -1.919 0.6 0.6 -0.7
C -0.366 1.727 -2.004 0.6 0.1 0.9
C 0.456 0.354 -1.974 -0.9 0.1 0.4
C -0.109 -0.799 -2.943 1.9 -0.2 0.6
C -0.005 -2.189 -2.117 -1.4 -0.1 -1.6
C -1.343 -2.469 -1.283 0.3 -0.4 0.5
C -1.333 -1.899 0.222 -1.8 0.5 -1.3
N -0.048 -2.111 0.953 0.3 1.5 2.3
C 0.188 -1.121 1.980 0.3 0.9 0.0
N 0.839 0.131 1.608 -1.2 -2.0 0.9
C 2.329 0.069 1.743 1.6 0.7 -1.0
C 3.012 -1.209 1.068 1.1 1.6 -0.7
O 3.451 -2.087 2.144 -2.5 -2.1 -0.5
C 2.817 -3.347 2.105 0.3 -2.0 -2.0
O 2.706 -4.070 1.096 0.1 3.0 3.1
N -0.136 -1.264 3.277 0.1 -1.0 -1.9
C -0.768 -2.510 3.799 -1.4 -0.5 0.8
I -0.166 -2.620 5.928 0.0 -0.1 -1.0
C -2.368 -2.503 3.804 -0.5 0.0 0.7
C -3.034 -1.266 4.573 -0.9 -0.6 -0.3
H -3.618 2.860 0.835 -0.5 -0.8 -1.2
H -4.858 2.643 -0.552 1.6 -0.4 0.7
H -3.838 1.216 -0.003 0.2 1.4 -0.2
H -1.943 3.548 -0.729 -0.8 -1.1 -0.6
H -3.226 3.374 -2.042 0.8 -0.5 1.2
H -2.220 0.569 -1.401 0.4 1.4 -0.6
H -2.329 1.470 -3.006 0.3 0.0 1.7
H -0.009 2.372 -2.879 -0.8 -0.9 1.1
H -0.056 2.308 -1.054 -0.3 -0.8 -1.4
H 1.573 0.549 -2.149 -1.6 -0.3 0.1
H 0.374 -0.057 -0.902 0.2 0.7 -1.5
H 0.622 -0.871 -3.823 -1.2 0.1 1.1
H -1.145 -0.602 -3.365 1.3 -0.3 0.8
H 0.057 -3.019 -2.912 0.0 1.1 1.4
H 0.929 -2.239 -1.471 -1.2 0.1 -0.8
H -1.539 -3.605 -1.250 0.4 1.7 0.1
H -2.279 -2.020 -1.779 1.5 -0.6 0.6
H -2.226 -2.397 0.754 1.5 0.7 -0.5
H -1.594 -0.777 0.202 0.7 -1.6 0.1
H 0.078 -3.075 1.286 -0.2 0.5 -0.1
H 0.483 0.924 2.158 0.1 -0.6 -0.2
H 2.689 0.197 2.828 -0.6 -0.6 -1.5
H 2.742 0.989 1.183 -0.8 -1.4 0.8
H 3.966 -0.833 0.542 -1.4 -0.6 0.9
H 2.390 -1.713 0.263 0.6 0.5 1.3
H 2.416 -3.761 3.101 0.9 1.1 -1.0
H 0.097 -0.516 3.955 0.0 -0.8 -0.7
H -0.371 -3.454 3.311 -0.3 1.5 0.5
H -2.688 -3.460 4.361 0.6 1.4 -0.9
H -2.851 -2.567 2.776 1.1 0.1 1.0
H -4.138 -1.238 4.241 1.7 0.0 0.5
H -3.052 -1.469 5.696 0.3 0.6 -1.6
H -2.596 -0.249 4.297 -0.4 -1.4 0.5
C -6.183 2.020 -4.165 0.0 0.1 0.3
O -5.453 3.196 -3.837 0.0 -0.1 -0.3
C -4.644 3.653 -4.919 -0.1 0.4 0.3
C -5.321 4.784 -5.690 0.0 -0.4 -0.3
O -6.516 4.343 -6.327 0.1 0.0 0.4
C -7.683 4.663 -5.581 -0.1 0.0 -0.2
H -6.998 1.918 -3.446 0.1 0.0 0.0
H -6.609 2.064 -5.167 0.0 0.0 0.0
H -5.529 1.146 -4.083 0.0 -0.1 -0.1
H -4.386 2.824 -5.586 -0.1 0.0 0.0
H -3.714 4.034 -4.485 0.0 0.0 0.0
H -4.643 5.121 -6.479 0.0 0.0 0.0
H -5.524 5.639 -5.036 0.0 -0.1 0.1
H -7.950 5.711 -5.747 -0.1 0.0 0.1
H -7.553 4.486 -4.510 0.1 0.0 0.0
H -8.499 4.033 -5.939 0.1 0.1 -0.1
C 9.502 -0.882 4.066 0.1 -0.2 0.1
O 8.545 -1.921 4.243 -0.2 0.4 -0.2
C 7.206 -1.440 4.203 0.2 -0.5 -0.1
C 6.572 -1.653 2.830 0.1 0.5 0.1
O 7.231 -0.890 1.823 0.0 -0.3 0.2
C 8.174 -1.659 1.086 0.0 0.1 -0.2
H 10.450 -1.342 3.785 -0.1 0.0 0.1
H 9.211 -0.181 3.282 -0.1 0.0 0.0
H 9.638 -0.343 5.008 0.0 0.1 0.0
H 7.163 -0.386 4.495 0.0 0.0 -0.1
H 6.638 -2.014 4.942 0.0 0.0 0.0
H 5.537 -1.304 2.867 0.1 0.0 0.1
H 6.557 -2.716 2.563 0.1 0.0 0.1
H 7.654 -2.256 0.331 0.1 -0.1 0.0
H 8.764 -2.318 1.728 -0.1 0.0 0.0
H 8.853 -0.970 0.581 -0.1 0.0 0.0

In the order shown, the computed total energy values come out to -3057.3263, -2152.1023, -1859.1746 a.u..